# 1
C14H11N3O4PbSbSe4 | ωB97M-V/def2-TZVPD

Last column: Löwdin charge in e.
Geometry (Å):
1 Pb 0.8858 0.6930 1.6612  0.6594
2 O 3.8618 -2.2170 -0.6085  0.1095
3 C 2.8685 -1.5745 0.0353  -0.4547
4 O 2.9842 -0.4401 0.4061  0.0167
5 C 1.6433 -2.4583 0.1748  -0.1681
6 C 1.6623 -3.7574 -0.3145  0.0197
7 C 0.5152 -4.5190 -0.1871  -0.0305
8 C -0.6019 -3.9543 0.3999  0.0091
9 C -0.5329 -2.6429 0.8558  -0.1552
10 N 0.5766 -1.9233 0.7523  0.1155
11 C -1.7157 -1.8995 1.4565  -0.4487
12 O -2.8619 -2.5972 1.6135  0.1312
13 O -1.6731 -0.7475 1.7485  0.0754
14 H 4.6183 -1.6111 -0.6170  0.1404
15 H 2.5579 -4.1478 -0.7733  0.1192
16 H 0.4847 -5.5390 -0.5456  0.1142
17 H -1.4999 -4.5522 0.4862  0.1110
18 H -2.7568 -3.5236 1.3819  0.0817
19 Se 4.2125 2.2317 5.3640  -0.3097
20 Sb 1.8879 1.9575 4.7684  -0.3951
21 Se 1.3313 3.2889 2.6757  -0.2338
22 Se 1.5849 -0.5094 3.9443  -0.1841
23 Se 0.2656 2.4018 6.4990  -0.3017
24 N -0.5731 1.1686 -3.3182  0.1057
25 C -0.0645 0.4051 -2.3013  -0.1811
26 N -0.3289 0.8711 -1.1203  0.0569
27 C -1.0560 2.0375 -1.3495  -0.2337
28 C -1.5658 2.9601 -0.4345  -0.0032
29 C -2.2329 4.0554 -0.9428  -0.0808
30 C -2.4030 4.2367 -2.3259  -0.0999
31 C -1.8999 3.3354 -3.2429  -0.0352
32 C -1.2186 2.2373 -2.7236  -0.2081
33 H -0.4575 1.0073 -4.3014  0.1464
34 H 0.5032 -0.4935 -2.4970  0.1186
35 H -1.4212 2.8277 0.6308  0.0916
36 H -2.6243 4.7988 -0.2613  0.1038
37 H -2.9338 5.1109 -2.6810  0.0964
38 H -2.0224 3.4829 -4.3085  0.1012

Properties
Net charge: -1
ΔE to the lowest compared entry with this formula, charge and spin in kJ/mol: 200.4
Strongest force on any atom in eV/A: 1.0


# 2
C14H11N4O2S2W | ωB97M-V/def2-TZVPD

Last column: Löwdin charge in e.
Geometry (Å):
1 W -0.5795 -0.6410 -0.0963  1.1650
2 N 2.5787 -0.1079 -3.2443  0.1180
3 C 1.8520 -0.1875 -2.1279  -0.7778
4 S 0.2887 -0.9803 -2.2575  0.7359
5 N 2.3174 0.2916 -1.0162  0.0100
6 N 1.4671 0.1114 0.0315  -0.2037
7 C 1.9990 0.3002 1.1954  -0.0545
8 C 1.1682 0.0448 2.3323  -0.2440
9 C 1.5813 0.3018 3.6352  0.0142
10 C 0.6923 0.1026 4.6708  -0.0153
11 C -0.5905 -0.3416 4.3718  -0.0148
12 C -0.9342 -0.6001 3.0635  -0.0836
13 N -0.0690 -0.4352 2.0451  -0.0486
14 H 2.2344 -0.4555 -4.1209  0.1030
15 H 3.4817 0.3364 -3.2110  0.1228
16 H 3.0322 0.6065 1.2871  0.1433
17 H 2.5828 0.6659 3.8132  0.1290
18 H 0.9855 0.2995 5.6925  0.1252
19 H -1.3275 -0.4951 5.1460  0.1221
20 H -1.9150 -0.9625 2.8004  0.1132
21 O -2.1959 -1.4814 -1.3252  -0.1143
22 C -2.7719 -1.2437 -0.2332  -0.6017
23 O -2.1519 -1.6864 0.8264  -0.1066
24 C -3.8082 -0.1914 -0.1397  -0.1623
25 C -5.1729 -0.3973 -0.0587  -0.0004
26 C -6.0195 0.7036 -0.0382  -0.0491
27 C -5.4985 1.9875 -0.1012  -0.0517
28 C -4.1275 2.1949 -0.1737  -0.0872
29 C -3.2712 1.1049 -0.1914  -0.5003
30 S -1.4981 1.3751 -0.1165  0.7410
31 H -5.5730 -1.4017 -0.0270  0.1289
32 H -7.0887 0.5569 0.0234  0.1156
33 H -6.1635 2.8402 -0.0861  0.1162
34 H -3.7271 3.1999 -0.1994  0.1122

Properties
Net charge: +1
ΔE to the lowest compared entry with this formula, charge and spin in kJ/mol: 6.7
Strongest force on any atom in eV/A: 0.9


# 3
C14H11NO2S2 | ωB97M-V/def2-TZVPD

Last column: Löwdin charge in e.
Geometry (Å):
1 O 2.1004 0.6812 2.6113  0.0824
2 C 1.1359 0.7750 1.6098  -0.2703
3 C 0.5714 1.8695 1.0149  -0.0795
4 C -0.5151 1.5388 0.2251  -0.5665
5 S -1.7432 2.5740 -0.4700  0.9865
6 C -1.0087 2.8511 -2.0693  -0.8883
7 C -1.7092 2.7822 -3.2657  -0.1990
8 C -0.8688 3.0292 -4.3998  -0.2149
9 C 0.4024 3.1950 -4.0460  -0.4639
10 S 0.6011 3.1427 -2.3941  1.0269
11 C -0.4379 0.2173 -0.0071  -0.2691
12 O -1.2399 -0.3577 -0.9289  0.0562
13 N 0.4732 -0.3100 1.0496  0.1014
14 C 0.4494 -1.6792 1.4865  -0.1672
15 C 0.8077 -2.0502 2.7874  -0.0063
16 C 0.6385 -3.3666 3.3125  -0.0627
17 C 0.0719 -4.3101 2.4776  -0.1273
18 C -0.1618 -4.0268 1.1554  -0.0673
19 C 0.0980 -2.6996 0.5687  0.0236
20 H 2.5098 1.5141 2.6552  0.0805
21 H 0.7728 2.9237 1.2948  0.1273
22 H -2.7678 2.3969 -3.4499  0.1312
23 H -1.1637 3.0262 -5.4370  0.1030
24 H 1.1347 3.6194 -4.7314  0.0819
25 H -1.2719 0.1659 -1.7421  0.1042
26 H 1.2315 -1.4344 3.5239  0.0842
27 H 0.7970 -3.5778 4.3410  0.0931
28 H -0.1729 -5.2944 2.8598  0.1013
29 H -0.6632 -4.6843 0.4709  0.0900
30 H -0.0718 -2.5111 -0.5034  0.1087

Properties
SMILES string: Oc1cc(Sc2cccs2)c(O)n1-c1ccccc1
Strongest force on any atom in eV/A: 4.5


# 4
C14H11P | ωB97M-V/def2-TZVPD

Last column: Löwdin charge in e.
Geometry (Å):
1 C 1.4032 1.1889 0.5130  -0.2372
2 P 0.0233 1.4707 -0.4046  1.0224
3 C -1.6291 1.9311 0.0648  -0.2998
4 C -2.5700 0.8999 -0.1681  -0.3552
5 C -2.3499 -0.5013 0.1844  -0.0595
6 C -3.3839 -1.3762 0.4855  -0.0993
7 C -4.7099 -1.0370 0.1869  -0.0894
8 C -4.9421 0.3083 -0.0636  -0.1172
9 C -3.9340 1.2214 -0.2482  -0.0784
10 C 2.7067 0.6773 0.3005  -0.3830
11 C 2.7505 -0.6455 -0.1764  -0.0523
12 C 3.9658 -1.2142 -0.5750  -0.0860
13 C 5.1508 -0.6507 -0.1614  -0.0687
14 C 5.0863 0.6547 0.3550  -0.0854
15 C 3.9217 1.3637 0.4264  -0.0367
16 H -1.8580 2.9371 -0.0596  0.0204
17 H -1.4571 -0.9625 0.4283  0.0606
18 H -3.0020 -2.3722 0.8389  0.1198
19 H -5.3810 -1.8515 0.3934  0.0951
20 H -6.0123 0.5704 -0.1625  0.1111
21 H -4.3374 2.3115 -0.4106  0.1476
22 H 1.7886 -1.2620 -0.3679  0.1375
23 H 4.0445 -2.1201 -1.0035  0.0626
24 H 6.1718 -1.0790 -0.2581  0.1180
25 H 5.9617 1.0506 0.6026  0.0580
26 H 4.0608 2.3487 0.7290  0.0950

Properties
SMILES string: C(#P=Cc1ccccc1)c1ccccc1
ΔE to the lowest compared entry with this formula, charge and spin in kJ/mol: 13.7
Strongest force on any atom in eV/A: 4.2


# 5
C14H12 | ωB97M-V/def2-TZVPD

Last column: Löwdin charge in e.
Geometry (Å):
1 C -3.5812 0.6122 -0.4751  -0.1189
2 C -3.5931 -0.7508 -0.3642  -0.0995
3 C -2.3868 -1.3633 -0.0799  -0.0551
4 C -1.2405 -0.5596 0.1952  -0.1655
5 C -1.2407 0.8218 0.2089  -0.1889
6 C -2.4579 1.3798 -0.2477  -0.0411
7 C -0.0115 1.5952 0.6822  -0.0457
8 C 1.3347 0.7295 0.3601  -0.1188
9 C 2.5208 1.3340 -0.1162  -0.0737
10 C 3.6468 0.6251 -0.4629  -0.0673
11 C 3.4758 -0.7817 -0.4598  -0.1039
12 C 2.3304 -1.4032 -0.1552  -0.0786
13 C 1.2426 -0.6972 0.2985  -0.1705
14 C -0.0561 -1.4692 0.6165  -0.0740
15 H -4.3773 1.1806 -0.8976  0.0929
16 H -4.5265 -1.4617 -0.4940  0.1446
17 H -2.4045 -2.4035 0.0912  0.0918
18 H -2.4764 2.4659 -0.2495  0.1092
19 H 0.2117 2.5949 -0.0239  0.1640
20 H -0.0401 1.8165 1.7845  0.1213
21 H 2.5502 2.4184 -0.3537  0.1122
22 H 4.6513 0.9424 -0.6825  0.0990
23 H 4.2882 -1.3555 -0.6967  0.0724
24 H 2.4480 -2.4726 -0.1600  0.1156
25 H -0.1668 -2.3904 -0.0513  0.1301
26 H -0.0580 -1.7711 1.7305  0.1485

Properties
SMILES string: c1ccc2c(c1)Cc1ccccc1C2
ΔE to the lowest compared entry with this formula, charge and spin in kJ/mol: 0.0
Strongest force on any atom in eV/A: 3.5


# 6
C14H12AlB2Br6O16 | ωB97M-V/def2-TZVPD

Last column: Löwdin charge in e.
Geometry (Å):
1 Al 5.6703 0.0132 -1.2668  1.0177
2 O 3.4552 1.0819 0.4504  -0.0338
3 C 2.3818 0.5436 0.7207  -0.3627
4 O 2.1009 -0.1885 1.7615  0.2689
5 B 0.6959 -0.6310 1.6546  -0.8145
6 O 0.0514 0.1533 0.5959  0.2260
7 C 1.0322 0.7244 -0.0920  -0.3733
8 O 0.9495 1.2665 -1.1582  0.1709
9 O -0.0720 -0.4496 2.9399  0.2450
10 C -0.5772 -1.6212 3.2725  -0.2937
11 O -1.2231 -1.8468 4.2969  0.1811
12 C -0.3079 -2.6194 2.1013  -0.4199
13 O 0.4951 -2.0701 1.2818  0.2763
14 O -0.7574 -3.6695 1.9201  0.2768
15 O 2.8276 -1.4849 -1.2873  0.0565
16 C 2.0570 -1.7950 -2.2114  -0.3351
17 O 2.1693 -1.3385 -3.4091  0.2524
18 B 0.9679 -1.8528 -4.2052  -0.6680
19 O 0.3604 -2.8544 -3.2756  0.3098
20 C 0.9088 -2.8311 -2.1641  -0.4048
21 O 0.6312 -3.6103 -1.2907  0.2449
22 O 0.1640 -0.6673 -4.7526  0.2062
23 C 0.3573 -0.4367 -6.0728  -0.2936
24 O -0.1607 0.4519 -6.7584  0.2026
25 C 1.2455 -1.5938 -6.5343  -0.2508
26 O 1.5269 -2.3801 -5.4714  0.2273
27 O 1.4977 -1.8451 -7.7535  0.1767
28 Br -4.2438 -5.4265 2.9569  0.7669
29 C -4.2884 -3.5124 3.4758  -0.5987
30 C -4.3202 -3.3185 4.9559  -0.6243
31 Br -5.5067 -4.6273 5.8919  0.7168
32 H -5.2596 -3.2217 3.0753  0.0661
33 H -3.4017 -3.0936 2.9999  0.0508
34 H -4.5977 -2.2665 5.0219  0.0850
35 H -3.3900 -3.3573 5.5227  0.0606
36 Br 0.8171 5.9887 -1.2222  0.6574
37 C 2.1054 4.4950 -1.1999  -0.7229
38 C 3.4115 5.0729 -1.3254  -0.6958
39 Br 4.7280 3.5884 -1.2592  0.5933
40 H 1.9190 3.7937 -2.0132  0.0674
41 H 2.1889 4.0462 -0.2100  0.0525
42 H 3.6735 5.8639 -0.6227  0.0719
43 H 3.6296 5.5628 -2.2744  0.0625
44 Br -0.1685 3.5584 2.8030  0.6660
45 C -1.9067 2.6823 2.4057  -0.5944
46 C -2.1087 2.6106 0.8079  -0.6010
47 Br -3.5515 3.9059 0.3150  0.6721
48 H -2.6869 3.1909 2.9719  0.0401
49 H -1.8426 1.7133 2.9008  0.0342
50 H -2.4709 1.6345 0.4852  0.0516
51 H -1.1771 2.6676 0.2449  0.0328

Properties
Net charge: +1
ΔE to the lowest compared entry with this formula, charge and spin in kJ/mol: 182.4
Strongest force on any atom in eV/A: 5.9


Calculated values (hartree) of total energy for the records, taken in order: -11044.35411 -1772.90526 -1541.60323 -881.20102 -540.63195 -17480.55569.